1.
C11H24ClI2N2P2Sn as an isolated structure at a distorted geometry, computed with ωB97M-V/def2-TZVPD.

```
43
Properties=species:S:1:pos:R:3:forces:R:3:lowdin_charge:R:1
I 0.6018 -2.0309 1.2636 -0.4721 -0.4852 -1.6008 0.510
I -0.2311 2.4474 -0.3693 -0.3378 -0.6301 -1.1909 0.557
Sn -0.4139 -0.5056 -1.1800 0.4806 0.4531 2.1497 0.266
Cl -1.1066 -1.3600 -3.2572 0.4604 0.5446 1.2766 0.118
P 2.3112 0.1956 -1.3678 1.2983 0.1955 -1.0927 0.692
P -2.5727 -0.5301 0.6001 -1.3901 -0.4749 -0.2375 0.684
N 2.0320 2.5700 5.8785 -0.4968 -0.8211 -1.5987 0.338
N 0.7593 0.9576 2.3148 -0.5675 -0.0228 -0.9286 -0.011
C 0.1116 1.9846 2.8244 0.1297 1.0256 1.2153 -0.209
C 1.7964 0.4454 2.9335 1.2195 -0.6787 0.8650 -0.227
C 3.0260 -1.3782 -1.9232 -0.5367 -0.5342 0.3267 -0.237
C -2.7181 -0.0761 2.3678 1.2584 0.4838 0.4065 -0.209
C -3.8042 0.4466 -0.3041 0.3601 0.4368 -0.3365 -0.242
C 0.5079 2.5797 4.0214 -1.0628 0.6915 -0.7291 0.086
C -3.0671 -2.2746 0.4833 0.7029 -0.2992 -0.2038 -0.256
C 2.3088 1.3243 -2.7933 -0.8238 0.2655 0.0832 -0.261
C 1.6010 2.0435 4.7043 0.9368 0.2068 1.4655 -0.218
C 2.2580 0.9283 4.1384 0.3071 -0.3978 0.0436 0.086
C 3.4824 0.9142 -0.1544 -0.7298 0.1657 1.1936 -0.209
H 1.5918 3.3775 6.2831 -0.2290 0.4017 0.2427 0.162
H 2.2556 -1.8858 -2.5300 0.4596 0.0175 0.0941 0.055
H 4.4744 1.1785 -0.5651 -0.5803 -0.3323 -0.4353 0.098
H 3.2582 1.3192 -3.3519 -0.2148 -0.1548 0.3548 0.089
H -2.4692 -2.8674 1.2041 -0.4021 0.2664 -0.4137 0.040
H 1.4890 0.9900 -3.4531 0.3906 0.2687 -0.0199 0.055
H 0.0363 3.4729 4.4138 -0.2434 -0.0816 -0.1056 0.146
H 2.0730 2.3477 -2.4362 0.1999 -0.5790 -0.3091 0.031
H 3.0508 1.8276 0.2896 0.1199 -0.2773 -0.3144 0.043
H -3.6234 0.2796 -1.3806 -0.3035 0.1309 0.3324 0.056
H 2.2416 -0.4312 2.4501 0.1045 0.5197 0.4847 -0.004
H -2.8132 -2.6081 -0.5381 -0.2737 -0.1182 0.3706 0.052
H -2.5472 1.0029 2.4947 -0.1754 -0.2731 -0.1537 0.042
H -1.9332 -0.5848 2.9532 -0.3178 0.0422 -0.2943 0.042
H 3.0758 0.4727 4.6735 0.2215 -0.1368 -0.1000 0.143
H 3.9317 -1.2268 -2.5333 -0.2984 0.1479 0.2581 0.090
H -0.6949 2.3698 2.2125 -0.0445 0.1579 0.5051 -0.003
H -4.1436 -2.4226 0.6626 0.3316 0.2495 0.0017 0.088
H 3.2570 -2.0109 -1.0425 -0.1098 0.2989 -0.5169 0.061
H -3.6549 1.5230 -0.0823 -0.1612 -0.5747 -0.1673 0.061
H 3.6422 0.2129 0.6770 -0.0190 0.0538 -0.3416 0.045
H 2.8063 2.1604 6.3809 0.2309 -0.0766 0.1486 0.165
H -4.8334 0.1421 -0.0521 0.4012 0.0629 0.0351 0.088
H -3.6924 -0.3175 2.8319 0.1767 -0.1386 -0.7633 0.098
```
Positions in Å, forces in eV/Å.

Net charge   +3
LUMO level (alpha / beta)   -0.467 / -0.483 Eh
HOMO-LUMO gap (alpha / beta)   5.343 / 4.640 eV

=====

2.
C11H24ClILaN4OP as an isolated structure at a distorted geometry, computed with ωB97M-V/def2-TZVPD.

```
44
Properties=species:S:1:pos:R:3:forces:R:3:lowdin_charge:R:1
La -0.1334 1.2670 0.2948 1.9765 -3.7747 1.5676 1.206
I -3.0519 1.9809 -0.2237 0.1942 0.9302 -0.2548 0.616
Cl 2.2996 1.1037 -0.8214 -0.7832 -0.0021 0.1317 -0.077
P -0.8608 -0.4562 -2.0907 0.1516 -0.3345 -3.2366 0.693
O -2.9436 -1.5898 0.7110 3.0244 2.0551 -1.3477 0.128
N 0.8343 -0.2504 2.2387 0.2049 0.0138 0.2983 -0.258
N 0.5971 -1.2501 4.4943 0.1779 0.2755 -1.0786 -0.070
N 2.0215 -2.3518 2.8025 -0.6153 0.8199 0.3512 -0.070
N 2.7336 -0.2445 3.8405 -0.6971 -0.3814 -0.5476 -0.073
C -0.0715 -0.5037 3.4001 0.3215 -0.5062 0.7918 -0.173
C 2.0483 0.4860 2.7725 0.4634 -0.3367 0.4029 -0.194
C 0.1722 -1.9089 -2.4991 0.4450 -0.1391 0.9832 -0.224
C -0.3604 0.6968 -3.4428 0.1545 0.5111 0.6266 -0.247
C 1.7766 -0.4785 4.9408 -0.0248 0.1104 -0.1185 -0.143
C 1.3227 -1.5886 1.7511 0.5648 -0.3681 0.4602 -0.181
C 3.1677 -1.5620 3.3190 -0.1789 0.2735 -0.3709 -0.130
C -2.0529 -0.9328 0.3895 -2.9666 -2.1846 1.9940 -0.240
C -2.4919 -0.9920 -2.7020 -0.4592 0.1232 0.7614 -0.254
C 1.0900 -2.5413 3.9521 -0.1110 0.2166 -0.4276 -0.134
C -0.3058 3.5095 -0.3916 -0.9166 3.5711 -1.3615 -0.261
H -0.4464 4.1157 0.5108 -0.2869 -0.3256 0.1038 0.039
H -0.9312 -1.0984 3.0523 0.1609 0.2277 0.1402 0.117
H 0.6809 1.0003 -3.2634 -0.2503 -0.0691 -0.2333 0.023
H -2.4425 -1.1758 -3.7849 0.1062 0.0702 0.3393 0.082
H 1.4420 0.4987 5.3094 0.0878 -0.2436 0.1556 0.134
H 3.8752 -1.3896 2.4953 -0.0324 -0.1711 0.3439 0.139
H -3.2270 -0.2048 -2.4910 0.0334 -0.2238 -0.2388 0.021
H 1.6446 -3.0527 4.7494 -0.3559 -0.0381 -0.2561 0.139
H 2.7304 0.6447 1.9264 -0.0901 0.0259 0.2742 0.086
H 0.7854 3.3999 -0.6285 -0.5139 -0.7190 -0.0330 0.003
H -0.3944 0.4736 3.7844 -0.1051 -0.2346 0.0440 0.131
H 1.7151 1.4407 3.1964 -0.0077 0.0350 -0.1620 0.129
H 1.2000 -1.7078 -2.1691 -0.1674 -0.1449 -0.1855 0.045
H 0.2288 -3.1325 3.6033 0.3046 0.0508 0.2891 0.135
H -2.8109 -1.9049 -2.1832 0.0259 0.1484 -0.2224 0.059
H 2.0152 -1.4057 0.9206 -0.1072 -0.0919 0.0791 0.107
H -0.2010 -2.7877 -1.9592 0.1272 0.0954 -0.1670 0.062
H -0.8330 3.9737 -1.2284 0.2415 -0.0075 0.1977 0.020
H -1.0004 1.5899 -3.4041 0.1513 -0.2006 -0.2047 0.052
H 3.6269 -2.1201 4.1475 0.0195 0.1571 -0.4443 0.141
H 2.2855 -1.0477 5.7335 -0.2255 0.3386 -0.1987 0.144
H 0.4560 -2.1730 1.4079 0.1736 0.1050 0.0585 0.119
H 0.1674 -2.1078 -3.5809 -0.1932 0.2328 0.2923 0.081
H -0.4550 0.2001 -4.4218 -0.0223 0.1097 0.4031 0.077
```
Positions in Å, forces in eV/Å.

Net charge   +2
LUMO level (alpha / beta)   -0.407 / -0.439 Eh
HOMO-LUMO gap (alpha / beta)   3.551 / 2.627 eV

=====

3.
C11H24CoF8N2O11S4 as an isolated structure at a distorted geometry, computed with ωB97M-V/def2-TZVPD.

```
61
Properties=species:S:1:pos:R:3:forces:R:3:mulliken_spin:R:1
Co 0.2535 0.0556 0.2239 -1.2507 0.1940 -0.1530 2.793
S 3.3297 0.7577 0.8248 2.8840 -3.0416 -4.3963 0.000
S -1.6070 -1.8017 -1.7249 -1.8729 2.0318 -1.0687 0.017
S 1.9873 1.6667 2.5293 -4.1810 3.2084 5.2889 0.007
S 0.7467 -2.8748 -1.3066 2.8282 -2.3216 1.8447 0.038
F 0.4166 1.7246 2.9229 0.1813 0.0517 -0.1732 0.001
F -3.2135 -1.6834 0.4719 -0.1062 0.1916 -0.2331 0.000
F -3.8298 -3.0912 -1.0956 -0.2992 0.6053 -0.0149 0.000
F 2.7289 -2.4035 -3.0587 -0.0450 -0.0534 0.1820 0.000
F 0.9188 -1.3935 -3.5366 -0.5208 -0.4520 -0.7226 -0.001
F 3.0892 -0.2770 -0.3870 -0.4086 0.6151 0.2033 0.003
F 1.1277 -3.6231 -3.7895 -0.3854 0.6259 -0.6071 0.000
F -2.2155 -3.5762 0.2008 0.0621 0.1246 0.3130 0.000
O 1.9089 -2.8994 -0.4402 -0.5131 0.8079 -0.8358 0.001
O -1.6194 -2.6634 -2.8910 0.6953 0.4506 1.6459 0.004
O 0.0047 -4.1131 -1.3004 0.0828 1.1916 -0.5886 0.002
O 2.2965 3.0523 2.3002 0.2734 -1.3330 -0.4201 0.008
O 2.5182 1.0212 3.6879 0.3592 -0.1155 -1.1244 0.003
O -0.2463 -1.1826 2.0983 0.1998 0.3310 -0.3159 0.017
O -2.1903 -0.4886 -1.9756 0.8451 -0.7117 0.9975 0.003
O 4.1530 -0.0286 1.6835 -0.8642 0.7625 0.4232 0.008
O 3.9096 1.8967 0.1795 -1.2210 -0.2026 0.6506 0.002
O 0.5489 1.5450 -1.2972 -0.1031 0.1324 0.4775 0.026
O -1.4773 1.2345 0.8091 0.4975 -0.4278 -0.0161 0.027
N -0.1035 -1.5603 -0.9194 -2.7689 -1.3627 -1.9718 0.003
N 1.7121 0.8171 1.2299 3.8199 0.5324 0.1551 0.031
C 0.0023 -3.5621 2.3976 0.5349 -0.4732 -0.5349 0.002
C 0.5817 -2.1937 2.7033 0.8430 -0.8727 1.1972 0.004
C -1.9088 2.5504 0.3917 -0.8773 -0.0177 -0.1527 0.006
C -2.2055 3.4291 1.6019 0.7022 -0.0484 0.0929 0.000
C 0.4876 1.5902 -2.7370 0.8278 0.3191 -0.5328 -0.001
C 0.7409 -1.9270 4.2040 -0.2944 -0.5164 -0.0648 0.000
C -3.0922 2.4287 -0.5521 -0.6613 0.1143 0.0507 -0.001
C -2.8167 -2.5752 -0.4235 1.3314 -0.8337 -0.6672 0.003
C 1.8941 1.3093 -3.2599 -0.0661 0.3522 -0.7175 -0.005
C -0.0179 2.9787 -3.1266 -0.1607 -0.1041 -0.0312 0.000
C 1.4060 -2.5418 -3.0906 0.4805 -0.5209 1.6103 -0.004
H -1.0731 -3.6028 2.5666 0.0286 -0.0596 0.1675 0.000
H -0.8983 -0.9831 2.7801 -0.0739 0.2723 -0.2050 0.002
H -1.0132 3.1674 -2.7231 -0.1289 -0.1458 -0.2308 0.000
H 1.3087 -2.7480 4.6452 0.0226 -0.0558 -0.1149 0.001
H 1.6201 -2.1538 2.3670 -0.2945 0.3912 -0.9070 0.000
H -3.5521 3.4144 -0.6537 0.2094 0.0780 -0.3400 0.000
H 0.2151 -3.8650 1.3705 -0.3545 0.4187 -0.1799 0.000
H 2.3597 0.5086 -2.6930 0.0682 -0.0303 -0.1075 0.003
H 0.6118 3.7839 -2.7349 0.2903 -0.2479 0.1464 0.000
H -0.2328 -1.9594 4.7039 -0.0171 0.3138 0.0967 0.000
H 0.5203 -4.3650 2.9269 -0.1695 0.2509 0.5503 0.000
H -2.4184 4.4279 1.2234 -0.0217 0.0816 0.2552 0.001
H -2.8312 2.0117 -1.5234 0.1421 0.1060 0.0244 0.001
H -1.0980 2.9625 -0.2051 0.2354 0.0116 0.3848 0.000
H 1.3096 -1.0241 4.4177 -0.3217 0.1999 -0.0882 0.000
H 1.8570 1.0543 -4.3213 -0.1275 -0.3517 0.0701 0.000
H -3.0162 3.1120 2.2619 -0.3530 -0.2525 -0.4977 0.000
H -0.0074 3.1209 -4.2071 -0.2071 -0.1648 -0.0180 0.001
H 1.0528 2.3406 -1.0690 0.0880 -0.2694 0.4886 -0.005
H -2.0481 0.9642 1.5361 0.0393 -0.1491 -0.0361 -0.001
H -1.3407 3.4530 2.2674 0.1721 0.2542 -0.2253 0.000
H 2.5427 2.1894 -3.2663 -0.0901 0.0939 0.5424 0.000
H -0.1728 0.7801 -3.0393 -0.2426 0.2142 0.0970 0.002
H -3.9147 1.8127 -0.1786 0.2575 -0.1930 0.3370 0.000
```
Positions in Å, forces in eV/Å.

Net charge   0
2S+1   4
LUMO level (alpha / beta)   -0.013 / -0.042 Eh
HOMO-LUMO gap (alpha / beta)   10.724 / 9.899 eV

=====

4.
An isolated ion of composition C11H24FNO3P and charge +1, computed with ωB97M-V/def2-TZVPD.

```
41
Properties=species:S:1:pos:R:3:forces:R:3:nbo_charge:R:1
P -0.3098 -1.3388 -2.7946 -0.1707 -0.0865 0.0135 1.525
F 1.6438 2.4238 1.7227 -0.0114 0.3361 0.1204 -0.326
O -3.6663 0.1975 2.0431 0.0923 0.3234 -0.3035 -0.694
O -0.0486 1.2324 -2.4141 0.0924 -0.0720 -0.0376 -0.521
O -1.3444 -2.3820 -2.6847 0.1181 -0.0029 0.0603 -1.049
N 0.8964 1.1558 -0.0830 0.0159 0.0662 0.0423 -0.395
C 2.9785 0.5789 1.2688 0.0344 -0.0886 -0.0081 -0.471
C -0.6481 0.1424 -1.7365 -0.0263 0.1257 0.0719 -0.266
C -2.6412 -0.7766 2.0149 -0.0239 0.0219 0.0185 -0.060
C 1.5663 1.1387 1.2921 0.0402 -0.1830 0.0034 0.386
C -1.1571 -2.1750 0.4880 0.0361 -0.0562 0.1083 -0.414
C 0.3732 2.5299 -0.4322 -0.0201 -0.0085 -0.0761 -0.239
C -2.5171 -1.5064 0.6756 -0.0642 -0.0467 0.1261 -0.437
C -0.2348 0.1359 -0.2278 -0.0612 -0.1592 -0.0691 -0.032
C 0.0819 -1.2493 0.3408 -0.0636 0.0122 -0.0142 -0.447
C -0.3689 2.4515 -1.7777 -0.0395 0.0647 0.0669 -0.092
C 3.2834 -0.6402 0.3920 0.0699 -0.0019 0.0384 -0.617
H 0.5568 -1.1605 1.3165 -0.0470 0.1010 0.0087 0.220
H 3.0999 -1.5751 0.9193 -0.1047 0.0150 -0.0784 0.234
H 1.2289 3.1956 -0.4897 0.0092 -0.0144 0.0564 0.243
H -2.9100 -1.4845 2.8008 0.1259 -0.0009 -0.0388 0.203
H 0.8872 0.6293 1.9685 -0.0822 -0.0916 -0.0544 0.191
H -3.2715 -2.2930 0.6330 -0.0536 0.0805 -0.0536 0.246
H 0.8194 -1.7417 -0.2920 -0.0211 -0.0515 0.0311 0.226
H -1.0335 0.5832 0.3678 -0.0011 0.0061 -0.0399 0.223
H -1.6734 -0.3356 2.3109 -0.0483 0.0251 -0.0191 0.123
H -2.7763 -0.8282 -0.1473 0.1285 -0.0058 0.0316 0.186
H 3.6277 1.4175 1.0030 -0.0836 -0.0124 -0.0963 0.242
H 4.3366 -0.6257 0.1172 -0.0079 -0.0173 0.0540 0.251
H 3.2032 0.3437 2.3104 0.1107 0.0671 -0.0365 0.255
H -3.4921 0.8844 1.3789 -0.1240 -0.3614 0.2908 0.454
H -1.4531 2.5318 -1.6441 0.0514 -0.0158 0.0156 0.191
H -1.2001 -2.8581 -0.3563 -0.0741 0.0892 -0.0666 0.259
H -1.7432 0.2280 -1.7809 0.0389 0.0095 -0.0110 0.228
H -0.1522 -0.7019 -4.0327 0.0186 0.0195 -0.0340 -0.049
H 1.6162 0.9447 -0.7774 -0.0762 -0.1045 -0.0305 0.444
H -0.9766 -2.7932 1.3722 0.0432 -0.0369 -0.0788 0.224
H -0.2684 2.8551 0.3823 0.0059 0.0007 0.0028 0.238
H -0.0430 3.2550 -2.4334 -0.0115 -0.0098 0.0063 0.233
H 2.7254 -0.6695 -0.5491 0.0849 0.0158 0.0468 0.181
H 1.0046 -1.7200 -2.4655 0.0996 0.0478 -0.0676 -0.098
```
Positions in Å, forces in eV/Å.

Net charge   +1
SMILES string   CC[C@@H](F)[N@@H+]1CCO[C@@H]([PH2]=O)[C@H]1CCCCO
LUMO level   -0.103 Eh
HOMO-LUMO gap   10.452 eV

=====

5.
An isolated ion of composition C11H24IN3OPS and charge +1 at a distorted geometry, computed with ωB97M-V/def2-TZVPD.

```
42
Properties=species:S:1:pos:R:3:forces:R:3:nbo_charge:R:1
I -0.8898 1.8089 3.1314 -0.1683 0.0088 -0.9512 0.172
S 3.8042 -0.5336 -1.8379 0.6696 0.0651 -0.1338 0.237
P -2.3599 0.1729 0.1082 -1.1027 -1.2955 1.6686 0.736
O -0.8573 -2.9921 -0.3961 0.7584 0.4548 0.0900 -0.702
N 2.2460 0.2027 -1.9985 -0.0041 -1.2975 -0.2966 -0.701
N -0.0525 0.5266 -1.1829 4.3320 1.7370 0.7605 -0.607
N 1.2312 -0.9207 -0.0164 0.8473 -0.7473 -2.5133 -0.430
C 0.3035 -3.7571 1.6741 -0.7043 0.7760 -0.7879 -0.650
C 1.2035 4.0156 0.3346 -0.2651 -0.1876 0.3416 -0.621
C -2.8125 -0.4075 -1.6220 -0.2272 0.5942 -0.6943 -0.931
C 1.1699 2.5676 0.9998 0.1322 0.9787 0.3499 -0.467
C 1.2706 -0.0791 -1.1465 -3.9955 -0.3984 3.3131 0.707
C -0.5039 0.6227 0.2519 -1.0684 0.5629 1.1806 -0.147
C 1.5925 -2.3501 -0.1577 0.8204 -1.0448 -0.7795 -0.243
C 0.4217 -3.3751 0.1196 0.4947 -1.1887 0.8351 0.084
C 0.3184 -0.4897 1.0749 -0.4912 1.3519 -1.8374 -0.278
C -0.3167 2.0009 1.0103 0.8465 0.5410 -1.2075 -0.333
C -3.4736 1.6588 0.4273 0.1299 0.8860 -1.7901 -0.930
H 3.8996 -1.5149 -2.8141 -0.8171 0.7579 0.4316 0.155
H -3.6295 2.1878 -0.5697 0.0703 -0.4445 1.1450 0.219
H -0.9640 2.7867 0.5143 0.4919 -0.9281 0.9072 0.232
H 0.9886 -3.0821 2.2513 -0.5987 -0.9186 -0.1988 0.204
H 1.9298 -2.5259 -1.2260 -0.3663 0.3527 1.2191 0.211
H -0.7666 -2.1946 -0.9394 -0.0862 -0.3364 0.0878 0.461
H 2.4664 -2.6124 0.4967 -0.8320 0.2106 -0.5099 0.230
H 0.5052 -4.8486 1.8503 -0.0318 1.2423 -0.1154 0.239
H 2.0812 0.8731 -2.7546 -0.0355 -0.3876 0.4102 0.448
H 1.9356 1.8920 0.5274 -0.8847 0.3869 0.2528 0.196
H -1.9938 -0.9321 -2.1803 -0.6617 0.4496 0.6789 0.232
H -0.5091 -1.1605 1.4230 1.4759 -0.1946 -0.2576 0.291
H 1.5110 2.7195 2.0674 -0.2423 -0.3826 -1.2983 0.246
H -3.0481 2.4293 1.1179 -0.5151 -0.9803 -0.3440 0.249
H 0.7116 -4.3436 -0.3967 -0.0777 1.2260 0.3412 0.192
H -3.1406 0.4619 -2.2621 0.2781 -0.8905 0.5063 0.229
H 0.0440 1.5086 -1.4892 -0.3914 -0.4867 -0.4649 0.393
H -3.6771 -1.1305 -1.5210 1.0126 0.8770 0.0336 0.268
H 1.0355 -0.1144 1.8556 -1.3624 -0.1166 -0.3921 0.241
H 0.4944 4.1045 -0.5352 0.7241 -0.1766 0.6972 0.196
H 2.2315 4.2967 -0.0114 -0.9207 -0.2294 0.4132 0.231
H -4.4867 1.3008 0.7451 1.1181 0.2253 -0.0025 0.267
H 0.8515 4.7589 1.1114 0.4509 -0.7255 -0.9561 0.234
H -0.7654 -3.5318 1.9655 1.1981 -0.3268 -0.1322 0.242
```
Positions in Å, forces in eV/Å.

Net charge   +1
SMILES string   CC[C@H](I)[C@]1(P(C)C)CN(C[C@@H](C)O)C(NS)=[NH+]1
LUMO level   -0.129 Eh
HOMO-LUMO gap   7.237 eV

=====

> Which of these has the highest net charge?

C11H24ClI2N2P2Sn

=====

> Among the records above, which one has the lowest net charge?

C11H24CoF8N2O11S4

=====

> Among the records above, which one has the lowest net charge?

C11H24CoF8N2O11S4